Formula: C6H12N4S
Source: the OMol25 dataset
Level of theory: ωB97M-V/def2-TZVPD

Values from the calculation:
* E: -23206.725 eV
* HOMO level (spin up / spin down): -7.505 / -7.505 eV
* gap between HOMO and LUMO (spin up / spin down): 7.11 / 7.11 eV
* relative energy (zero: lowest compared OMol25 entry of this formula, charge and spin): 5.215 eV

Positions of all 23 atoms, in Å:
C (2.59409, -0.29535, 0.67016)
C (-2.29509, -0.57025, 1.83407)
C (-0.48104, -0.60875, -1.72257)
C (4.12290, 1.16774, -0.77987)
C (-1.64364, -1.08345, 0.50661)
C (-0.76843, -0.06180, -0.28960)
N (1.76817, 1.53236, -0.76066)
N (1.35120, -0.48150, 0.69069)
N (2.74949, 0.95853, -0.38572)
N (0.40258, 0.23313, 0.44966)
S (3.88528, -1.15228, 1.05756)
H (-1.67095, -0.14794, 2.55248)
H (-3.20567, 0.02195, 1.64706)
H (-2.69197, -1.43537, 2.29504)
H (0.44131, -1.32580, -1.47499)
H (-0.06957, 0.12194, -2.48271)
H (-1.21809, -1.26342, -2.07136)
H (4.64610, 1.15431, 0.19845)
H (4.42989, 0.20903, -1.25005)
H (4.34912, 2.11951, -1.25326)
H (-2.45834, -1.43590, -0.11078)
H (-0.96224, -1.93600, 0.84614)
H (-1.25617, 0.93234, -0.27175)